1.
This record from the OMol25 dataset describes a molecular structure, C10H27ClDyIO2P2S in a non-equilibrium geometry. The level of theory is ωB97M-V with the def2-TZVPD basis set.

Geometry as ORCA input:
```
! wB97M-V def2-TZVPD RIJCOSX def2/J DEFGRID3
* xyz 2 6
C -0.972 2.166 -2.822
C 0.145 1.291 -2.223
H -1.869 1.509 -2.921
H -0.642 2.683 -3.757
H -1.369 2.904 -2.090
O -0.116 0.287 -1.554
I 2.022 1.921 -2.558
Dy -0.422 -0.203 2.534
P -0.614 2.516 2.842
C -1.668 1.777 4.151
C 0.394 3.662 3.772
H -0.373 4.094 4.450
H -2.291 3.948 2.706
H 0.938 4.426 3.192
H -1.682 3.825 0.973
H -1.175 1.475 5.101
H 1.067 3.080 4.431
C -1.951 3.287 1.894
H -2.187 2.731 4.319
H -2.715 2.479 1.740
H -2.457 1.059 3.830
P 2.211 -0.960 -2.956
C 1.731 -2.675 -2.456
C 1.116 -1.018 -4.447
H 4.236 -0.250 -4.142
H 3.940 -1.996 -4.487
H 4.546 -1.449 -2.902
C 3.876 -1.198 -3.733
H 1.035 -0.069 -4.992
H 1.457 -1.807 -5.142
H 2.104 -3.382 -3.223
H 0.622 -2.721 -2.393
H 0.123 -1.298 -4.096
H 2.149 -2.923 -1.465
Cl 1.409 1.720 1.114
C -0.523 -4.138 1.855
S -0.815 -2.696 0.717
C -2.303 -2.299 1.736
O 0.216 -1.543 1.100
H -1.153 -4.939 1.448
H -0.856 -3.969 2.884
H 0.518 -4.488 1.846
H -2.026 -2.414 2.812
H -2.658 -1.303 1.433
H -3.017 -3.105 1.481
*
```

HOMO-LUMO gap (spin up / spin down), eV: 5.82 / 3.85
⟨S²⟩: 9.792
E, Eh: -3270.86107
HOMO level (spin up / spin down), Eh: -0.4428 / -0.4423



2.
This record from the OMol25 dataset describes a single C4H7NO molecule. The level of theory is ωB97M-V with the def2-TZVPD basis set.

Geometry as ORCA input:
```
! wB97M-V def2-TZVPD RIJCOSX def2/J DEFGRID3
* xyz 0 1
O 1.988 0.703 0.261
C 0.908 0.254 -0.498
C 0.301 -1.155 -0.176
C -1.040 -0.472 0.047
N -0.861 0.526 1.107
C -0.483 0.857 -0.270
H 1.720 0.644 1.190
H 1.200 0.343 -1.547
H 0.740 -1.683 0.677
H 0.290 -1.807 -1.052
H -2.013 -0.768 -0.323
H -1.746 0.963 1.352
H -1.031 1.557 -0.890
*
```

HOMO-LUMO gap, eV: 10.41
E, Eh: -286.53084
HOMO level, Eh: -0.3438



3.
This record from the OMol25 dataset describes a single C23H25FN4O molecule. The level of theory is ωB97M-V with the def2-TZVPD basis set.

Geometry as ORCA input:
```
! wB97M-V def2-TZVPD RIJCOSX def2/J DEFGRID3
* xyz 0 1
C 1.790 -2.162 -5.813
C 1.055 -2.718 -4.632
C 0.316 -3.889 -4.742
C -0.373 -4.391 -3.651
C -0.340 -3.731 -2.439
C 0.393 -2.554 -2.318
N 0.418 -1.903 -1.080
C 0.908 -0.679 -0.773
C 0.689 -0.467 0.569
C 1.132 0.738 1.335
N 0.579 1.952 0.749
C 1.235 3.166 1.209
C 1.169 4.254 0.132
C -0.067 5.148 0.240
N -1.258 4.422 0.630
C -2.017 4.897 1.633
O -1.823 5.926 2.236
C -1.499 3.119 0.063
C -0.861 2.000 0.895
C 0.046 -1.653 1.010
C -0.409 -2.038 2.341
C -0.251 -3.359 2.757
C -0.672 -3.761 4.010
C -1.263 -2.857 4.877
C -1.430 -1.554 4.446
F -2.022 -0.661 5.271
C -1.020 -1.127 3.199
N -0.094 -2.496 -0.003
C 1.089 -2.055 -3.413
H 2.088 -2.958 -6.492
H 2.675 -1.615 -5.500
H 1.145 -1.475 -6.363
H 0.284 -4.412 -5.687
H -0.941 -5.304 -3.747
H -0.866 -4.105 -1.576
H 1.357 -0.028 -1.493
H 0.876 0.628 2.401
H 2.222 0.807 1.262
H 2.285 2.926 1.394
H 0.806 3.539 2.153
H 2.050 4.893 0.203
H 1.199 3.756 -0.839
H 0.079 5.913 1.008
H -0.243 5.653 -0.718
H -2.878 4.237 1.850
H -1.102 3.094 -0.953
H -2.578 2.948 0.022
H -1.160 2.146 1.951
H -1.260 1.042 0.550
H 0.207 -4.061 2.078
H -0.540 -4.787 4.320
H -1.597 -3.146 5.860
H -1.205 -0.108 2.901
H 1.673 -1.151 -3.326
*
```

HOMO-LUMO gap, eV: 8.96
E, Eh: -1285.57649
HOMO level, Eh: -0.3079



4.
This record from the OMol25 dataset describes 2 unconnected molecules or ions with the total composition C4H9N2O2 in a non-equilibrium geometry. The level of theory is ωB97M-V with the def2-TZVPD basis set.

Geometry as ORCA input:
```
! wB97M-V def2-TZVPD RIJCOSX def2/J DEFGRID3
* xyz -1 1
O -0.868 1.408 0.063
C -0.418 0.444 0.704
N -1.106 -0.740 0.684
C -1.761 -2.406 -1.771
O -1.206 -3.413 -2.256
C 0.997 0.470 1.282
N 1.489 1.872 1.308
C 2.413 2.172 0.091
H -0.536 -1.403 1.220
H -2.426 -2.509 -0.940
H -1.672 -1.403 -2.120
H 0.954 0.185 2.322
H 1.594 -0.180 0.725
H 0.847 2.584 1.179
H 1.876 2.005 -0.822
H 2.622 3.212 0.032
H 3.264 1.557 0.167
*
```

HOMO-LUMO gap, eV: 7.45
E, Eh: -417.77931
HOMO level, Eh: -0.1282



5.
This record from the OMol25 dataset describes 2 unconnected molecules or ions with the total composition C4H10O2S2 in a non-equilibrium geometry. The level of theory is ωB97M-V with the def2-TZVPD basis set.

Geometry as ORCA input:
```
! wB97M-V def2-TZVPD RIJCOSX def2/J DEFGRID3
* xyz -1 2
C -0.401 -1.202 -1.248
C -1.488 -1.102 -2.281
O -1.363 -0.642 -3.376
C -0.993 -0.848 0.092
S -1.652 0.830 0.241
S 0.284 1.960 0.062
C 0.624 1.950 1.890
H 0.408 -0.570 -1.586
H -0.030 -2.228 -1.223
H -2.423 -1.599 -1.952
H -1.831 -1.522 0.287
H -0.363 -1.094 0.945
H 0.126 2.834 2.241
H 0.043 1.135 2.307
H 1.669 2.028 2.084
H 3.248 0.056 0.541
H 1.747 0.392 0.460
O 2.395 -0.378 0.517
*
```

HOMO-LUMO gap (spin up / spin down), eV: 4.29 / 7.62
⟨S²⟩: 0.754
E, Eh: -1105.24608
HOMO level (spin up / spin down), Eh: -0.0225 / -0.1489



6.
This record from the OMol25 dataset describes a single C5H9NO molecule in a non-equilibrium geometry. The level of theory is ωB97M-V with the def2-TZVPD basis set.

Geometry as ORCA input:
```
! wB97M-V def2-TZVPD RIJCOSX def2/J DEFGRID3
* xyz 0 1
C -1.474 -1.207 0.645
C -1.593 -0.263 -0.287
C -0.662 0.910 -0.572
C 0.450 1.076 0.461
C 1.444 -0.088 0.483
N 1.892 -0.493 -0.749
O 1.861 -0.553 1.516
H -2.358 -1.616 1.118
H -0.565 -1.733 0.895
H -2.549 -0.121 -0.789
H -0.242 0.797 -1.577
H -1.306 1.787 -0.534
H 1.009 2.002 0.326
H 0.030 1.049 1.462
H 1.302 -0.556 -1.561
H 2.762 -0.991 -0.838
*
```

HOMO-LUMO gap, eV: 10.24
E, Eh: -325.88130
HOMO level, Eh: -0.3436



7.
This record from the OMol25 dataset describes 2 unconnected molecules or ions with the total composition C10H18BrCl3N2OP in a non-equilibrium geometry. The level of theory is ωB97M-V with the def2-TZVPD basis set.

Geometry as ORCA input:
```
! wB97M-V def2-TZVPD RIJCOSX def2/J DEFGRID3
* xyz 1 1
C 2.555 2.159 -2.392
C 1.606 1.219 -3.147
C 0.148 1.335 -2.673
C -0.354 0.228 -1.716
C -0.332 -1.169 -2.336
C 0.301 0.290 -0.369
C 1.512 -0.115 0.120
P 2.910 -0.969 -0.723
O 2.209 -2.423 -0.896
Cl 4.149 -1.135 0.934
N 1.556 0.242 1.451
C 0.432 0.841 1.798
N -0.337 0.877 0.720
Br -1.995 1.666 0.757
H 2.565 1.971 -1.317
H 2.212 3.183 -2.548
H 3.568 2.077 -2.783
H 1.977 0.192 -3.153
H 1.641 1.551 -4.187
H 0.051 2.297 -2.162
H -0.525 1.309 -3.530
H -1.406 0.467 -1.538
H -0.991 -1.158 -3.206
H 0.654 -1.476 -2.677
H -0.712 -1.927 -1.651
H 2.873 -3.125 -0.958
H 2.336 0.086 2.077
H 0.217 1.241 2.773
Cl -2.799 -0.831 2.256
C -2.957 -0.832 4.042
C -4.119 -1.673 4.504
Cl -5.677 -0.950 4.042
H -3.064 0.201 4.365
H -2.028 -1.231 4.445
H -4.103 -1.745 5.590
H -4.074 -2.675 4.087
*
```

HOMO-LUMO gap, eV: 9.09
E, Eh: -4872.32632
HOMO level, Eh: -0.4699



8.
This record from the OMol25 dataset describes 2 unconnected molecules or ions with the total composition C2H9N2O in a non-equilibrium geometry. The level of theory is ωB97M-V with the def2-TZVPD basis set.

Geometry as ORCA input:
```
! wB97M-V def2-TZVPD RIJCOSX def2/J DEFGRID3
* xyz 2 2
C 0.027 -1.752 -2.038
N 0.533 -0.427 -1.523
H 0.830 -2.474 -2.118
H -0.733 -2.111 -1.350
H -0.442 -1.595 -3.001
H 0.423 -0.266 -0.504
H 0.226 0.417 -2.011
H 1.562 -0.405 -1.536
C 0.201 1.331 2.242
N -1.030 1.737 2.483
O 0.495 0.782 1.143
H 1.020 1.615 2.923
H -1.336 1.655 3.459
H -1.776 1.493 1.832
*
```

HOMO-LUMO gap (spin up / spin down), eV: 12.74 / 7.96
⟨S²⟩: 0.755
E, Eh: -265.60129
HOMO level (spin up / spin down), Eh: -0.8107 / -0.8105